Entry from OMol25: a gas-phase ion, C3H11N3 (charge +2) (the ωB97M-V functional and the def2-TZVPD basis).

Values from the calculation:
LUMO energy = -0.33185 Ha
net charge = +2
structure (SMILES) = C[NH2+]/[N+](C)=C/N
energy relative to the best compared isomer or geometry (same formula, charge and spin) = 143.2 kJ/mol
DFT total energy = -284.42311 Ha

Each line ends with the Mulliken charge.
Cartesian coordinates (Å):
C -1.243 -0.497 0.270  0.21
C -0.069 1.650 -0.125  -0.94
C 1.777 -0.876 -0.550  -0.68
N -2.517 -0.383 -0.169  -0.22
N -0.135 0.328 0.490  0.13
N 1.181 -0.239 0.720  -0.28
H -1.179 -1.613 0.599  0.29
H -2.837 0.499 -0.534  0.25
H -0.726 1.711 -1.003  0.42
H -0.389 2.403 0.643  0.29
H 0.953 1.634 -0.484  0.42
H 1.146 -1.800 -0.754  0.35
H 1.679 -0.124 -1.328  0.36
H 2.714 -1.211 -0.106  0.39
H -3.174 -1.120 -0.097  0.27
H 1.816 0.536 1.003  0.41
H 1.001 -0.898 1.424  0.35